[1]
Entry from the OMol25 dataset: 6 unconnected molecules or ions with the total composition C42H98F2N11 in a non-equilibrium geometry (wB97M-V/def2-TZVPD).

ORCA input file:
```
! RIJCOSX wB97M-V def2-TZVPD def2/J DEFGRID3
* xyz 1 1
F 2.1153 -6.1900 7.3221
F 2.1407 -0.5944 3.3598
N 3.0107 -2.6668 3.6695
N 11.2169 -5.0473 3.3462
N 1.3729 -4.2528 4.4685
N 2.5697 -1.7291 -2.8948
N 4.3230 -2.5185 3.9955
N -8.3191 5.1761 0.1198
N 7.9092 -2.2677 5.9698
N -2.1010 2.3423 -4.7125
N 3.6097 -4.2411 5.1427
N -7.7424 5.8114 -6.5492
N 0.3159 -3.6848 3.7491
C 2.5935 -3.7443 4.4263
C -9.0875 6.3653 -4.4524
C -1.7055 0.9633 -4.5130
C -1.1255 -2.8706 5.6923
C -8.5791 6.5001 2.3001
C 2.3662 -1.7941 2.7188
C 10.1120 -4.4210 4.0464
C -2.0472 3.1377 -3.4988
C 1.2625 -5.2331 6.8007
C -7.4444 6.1224 -0.5471
C 3.2320 -1.5462 1.4992
C 13.5942 -5.7613 3.4553
C -5.9864 6.0074 -0.1297
C -3.0038 2.7848 -2.3517
C 3.9876 -1.9175 -2.6462
C 10.4756 -7.4644 2.9220
C -0.4545 -2.2957 6.9587
C -8.0885 4.4035 -6.6023
C 4.6592 -3.4720 4.8797
C 4.9391 -1.9854 -3.8482
C -5.9121 5.6407 -4.7668
C -6.3595 6.0468 -6.1780
C 9.3648 -5.2314 5.1121
C 5.7694 -1.1794 6.4412
C 10.8584 -6.0769 2.3867
C -1.4968 0.1905 -5.8056
C 1.1535 -5.4590 5.2915
C -9.4424 4.1383 -7.2420
C -3.2740 2.5442 -5.5452
C 12.3384 -5.3608 4.2136
C -4.5889 1.8852 -5.1075
C -8.7187 6.6749 -5.9094
C 2.5425 0.1645 -4.6224
C -8.2606 5.1868 1.5707
C -0.3341 -2.5532 4.4043
C 1.9374 -2.7433 -3.7207
C 6.6413 -2.3152 5.9557
C 2.1607 -0.3763 -3.2391
C 2.1419 -4.1586 -3.2032
C -9.6522 5.1235 -0.4574
C -10.5267 6.3803 -0.3620
C 6.0155 -3.6096 5.4462
H -8.0693 3.9265 -5.6085
H -9.9854 7.2825 -0.6478
H -4.8203 5.6414 -4.7130
H -9.6336 6.6586 -6.5060
H 3.5947 0.4395 -4.6724
H -7.2584 4.8684 1.8693
H -6.1352 7.1065 -6.3263
H 1.0713 -0.3280 -3.1429
H 13.4676 -6.6985 2.9127
H 4.9754 -1.8257 3.6705
H 2.3296 -0.5466 -5.4203
H 5.8870 -2.4324 -3.5424
H 10.5394 -8.1986 2.1169
H -5.0775 2.4456 -4.3119
H 11.6957 -6.1993 1.6964
H 8.7017 -5.9767 4.6682
H -1.3129 -3.9363 5.7820
H 3.4477 -2.5182 1.0602
H 0.3666 -1.7480 4.5945
H -4.0234 3.1085 -2.5556
H 11.1422 -7.7964 3.7184
H -2.0915 -2.3868 5.5998
H -10.2641 4.5445 -6.6515
H 8.7487 -4.5600 5.7038
H 4.9410 -1.5184 7.0607
H -10.0230 6.8658 -4.1935
H -0.7558 0.9610 -3.9691
H -9.6498 6.6836 2.3658
H 1.9681 1.0690 -4.8334
H 12.0988 -6.1522 4.9413
H 8.2420 -1.3868 6.3522
H -7.4976 5.9365 -1.6232
H -3.0387 2.1971 -6.5542
H -6.2658 6.3385 -4.0088
H 9.4538 -7.4925 3.2982
H 13.8863 -4.9866 2.7457
H 1.7132 -4.2713 7.0161
H 1.5788 -4.8589 -3.8201
H -9.2301 5.2980 -4.2761
H -4.4497 0.8578 -4.7683
H -7.3255 3.8979 -7.2008
H 0.6104 -2.1704 6.7705
H 5.1670 -0.9985 -4.2457
H -10.1944 4.2851 -0.0118
H -3.4314 3.6200 -5.6561
H -10.9303 6.5227 0.6392
H -5.8347 6.2683 0.9184
H 9.3908 -4.0668 3.3015
H 12.5659 -4.4648 4.7972
H 6.3580 -0.4770 7.0161
H 14.4153 -5.9048 4.1580
H -0.5478 -2.9783 7.7941
H -5.7317 5.5171 -6.9021
H 1.4376 -2.2335 2.3912
H -1.1273 -0.8107 -5.5764
H 10.0441 -5.6944 1.7652
H 4.1815 -1.0871 1.7478
H 2.6729 -0.9759 0.7708
H 5.9652 -4.2847 6.2958
H 4.5371 -2.5963 -4.6567
H -8.1132 7.3615 1.8200
H -0.8438 -1.3197 7.2162
H -0.7630 0.6830 -6.4450
H -5.6117 4.9955 -0.2936
H 2.5425 0.3101 -2.4770
H 1.7890 -4.2539 -2.1745
H -2.1951 4.1866 -3.7693
H -8.9215 4.4003 1.9432
H -2.4222 0.0688 -6.3688
H -1.0220 3.0809 -3.1175
H 0.1792 -5.8547 5.0372
H 1.8870 -6.1983 4.9881
H -8.2003 6.4530 3.3231
H 3.1877 -4.4655 -3.2414
H -2.6843 3.2939 -1.4397
H 5.3411 -0.6138 5.6178
H 4.3239 -1.1241 -1.9714
H -7.7703 7.1643 -0.3980
H -9.4914 4.5656 -8.2440
H -0.3386 -4.4004 3.4803
H -8.3310 6.7302 -3.7591
H -3.0176 1.7149 -2.1403
H -5.2832 1.8564 -5.9498
H 0.3024 -5.3643 7.2870
H 4.1065 -2.8392 -2.0682
H 6.6978 -4.0337 4.7172
H -9.5490 4.8660 -1.5165
H -1.0387 -2.1716 3.6697
H 10.4970 -3.5148 4.5237
H 10.0412 -5.7421 5.7976
H 0.8639 -2.5379 -3.7325
H -6.2502 4.6386 -4.4991
H -9.6046 3.0629 -7.3231
H -5.3813 6.6938 -0.7237
H -2.4234 0.4091 -3.8860
H -8.3646 7.7060 -5.9806
H 2.2722 -2.7003 -4.7679
H -11.3794 6.2863 -1.0374
*
```

Its lowest unoccupied orbital energy is -2.7 eV. For the electronic energy, the calculation gives -66960.7909 eV. For the gap between HOMO and LUMO, the calculation gives 6.3297 eV.

[2]
Entry from the OMol25 dataset: 14 unconnected molecules or ions with the total composition C42H98N14O14 in a non-equilibrium geometry (wB97M-V/def2-TZVPD).

ORCA input file:
```
! RIJCOSX wB97M-V def2-TZVPD def2/J DEFGRID3
* xyz 0 1
O -1.4662 5.2713 -7.8822
O 3.6466 0.2901 -8.8063
O -4.3919 7.4643 7.9294
O 1.0985 -9.2997 -0.5598
O 5.7816 3.9757 7.8202
O 0.1230 -0.0966 1.8927
O -5.5677 -5.8196 4.6383
O 1.1027 7.7119 -0.4005
O -2.9720 -6.7958 -9.2379
O 7.2216 -5.8366 -6.8412
O -3.0821 1.0730 11.6810
O 4.4110 -4.5203 8.3260
O 8.4315 2.0506 -4.9915
O -9.0595 1.6775 -0.4755
N -4.2098 -5.8396 6.4518
N 7.8690 0.9564 -3.0389
N -3.3519 -4.9876 -7.8887
N -10.7100 0.7809 0.9312
N -0.1985 -0.0392 -0.4339
N 3.8122 0.5881 -11.0379
N -0.9124 0.6277 11.5295
N -0.7426 7.0704 -8.9277
N 5.3929 -4.1246 6.3080
N -0.3106 -9.0957 1.2201
N 5.2335 -6.1753 -7.7641
N 4.0333 4.9351 6.6044
N -5.8248 5.7680 7.3258
N -0.4529 9.1763 -0.9575
C -6.9751 4.8534 7.6557
C -5.2432 6.6006 8.2331
C -3.2835 -4.3437 -6.5780
C 3.3400 1.3381 -12.2199
C -5.5805 5.7546 5.8018
C 0.2289 -0.1139 11.9854
C -3.3140 -6.3270 -8.1385
C 6.1649 -4.7516 5.1921
C -11.0977 -0.3433 1.7438
C -0.8393 -9.7456 2.4511
C 0.6663 -9.7165 0.5261
C 3.7859 -6.0749 -7.5097
C -4.8013 -7.0167 7.2332
C -2.9148 -3.9857 -8.9598
C -1.6756 6.2080 -8.6640
C -4.6270 -5.3451 5.2630
C -0.5830 1.1376 10.2120
C -1.0895 -7.9735 0.7486
C -2.8974 -5.5073 6.8518
C 8.3170 0.9808 -4.2999
C -0.4527 0.2913 0.8328
C -11.3336 2.0924 1.2154
C 4.1876 4.2317 5.3549
C 8.4619 0.0042 -2.0445
C 0.2298 8.0625 -1.1174
C 5.9887 -5.6236 -6.7987
C 0.6495 6.9624 -8.5092
C 7.0835 2.1101 -2.4092
C 4.9171 -0.3163 -11.3067
C 1.0761 -0.8419 -0.7791
C -1.1388 8.2725 -9.6991
C -0.6251 0.8540 -1.5238
C 5.3296 -2.6222 6.4553
C 3.2090 0.7789 -9.8594
C -9.6040 0.6710 0.0689
C 5.7282 -6.7996 -8.9536
C 2.9304 5.8427 6.6629
C -0.1062 10.1196 0.1578
C 4.9933 -4.9808 7.2799
C -2.0552 0.6380 12.2163
C -1.7290 9.1419 -1.6754
C 4.8443 4.7622 7.7147
H -11.4869 2.6896 0.3166
H -4.9314 -7.9919 6.7641
H 6.8117 -6.7451 -9.0597
H 2.3983 1.5162 -9.9655
H -0.9684 9.1499 -9.0751
H 2.9765 2.3340 -11.9664
H 2.9670 6.4535 5.7609
H -0.8401 -7.8588 -0.3063
H 0.2067 -0.4285 13.0288
H 1.1572 7.0006 -9.4730
H -3.4617 -4.9736 -5.7065
H 4.5706 -2.2815 7.1596
H -2.4455 -3.0621 -8.6209
H 1.0591 -10.6723 0.9063
H -1.9443 0.0886 13.1640
H -1.3510 1.8614 9.9392
H 4.1376 4.8339 4.4477
H -2.6278 6.4611 -9.1552
H -2.1585 -5.7750 6.0965
H -1.5397 1.4153 -1.3327
H 8.9340 -0.9108 -2.4024
H -1.9231 -9.6343 2.4846
H -5.4917 6.4045 9.2877
H 0.2499 1.4439 -1.7967
H -12.1310 -0.1730 2.0461
H 5.4289 -0.4549 -10.3543
H -2.4026 9.3459 -0.8431
H -10.7772 2.5832 2.0139
H 6.0605 -5.8353 5.1408
H -7.3918 4.9639 8.6568
H -2.2445 -4.4271 -9.6974
H -4.0249 -3.5453 -6.5461
H 4.6470 -1.3110 -11.6612
H 3.2113 -6.9694 -7.7501
H -0.8208 -7.0486 1.2588
H 0.7561 6.0294 -7.9558
H 1.9372 5.3945 6.6911
H 0.4225 1.5580 10.2266
H 7.0160 3.0487 -2.9591
H 1.0431 -1.1563 -1.8223
H 5.5707 0.1791 -12.0246
H -11.1036 -1.2680 1.1667
H 5.7894 -4.6852 4.1710
H -4.8719 6.4792 5.4008
H -5.1765 4.7844 5.5125
H -6.4343 5.5849 5.1458
H -2.1703 -7.9813 0.8896
H 5.2193 -6.2289 -9.7304
H 4.5202 5.4492 8.5116
H 6.3830 -2.4927 6.7035
H 0.3219 -1.0397 11.4176
H 6.0325 1.9135 -2.1971
H -0.6306 0.2187 9.6276
H -2.6058 -6.0064 7.7759
H 1.2949 -1.7019 -0.1463
H -0.5633 -10.7920 2.5810
H -5.8336 -6.8395 7.5350
H 1.1184 0.5046 11.8660
H -9.3265 -0.3939 0.0338
H 2.6417 0.7217 -12.7861
H -0.7472 0.3651 -2.4903
H -12.3617 1.9547 1.5504
H 7.6333 -0.5105 -1.5582
H 5.4924 -5.1338 -5.9466
H 1.1136 7.8006 -7.9894
H -4.2194 -7.1339 8.1473
H -1.8288 10.0762 -2.2278
H 0.3308 11.0631 -0.1691
H 5.1248 3.6860 5.4643
H -7.8485 5.0546 7.0353
H 7.5130 2.2743 -1.4209
H -1.9716 8.3283 -2.3590
H -6.5817 3.8395 7.5834
H -0.0742 7.3595 -1.9083
H -1.3267 0.9609 0.8370
H -3.5556 -7.0656 -7.3585
H -3.7896 -3.8505 -9.5958
H 1.8801 -0.1252 -0.6114
H -4.0497 -4.4425 5.0094
H 7.1913 -4.3848 5.1885
H 8.9960 0.5178 -1.2451
H 4.1821 1.5357 -12.8832
H -2.6481 -4.4542 6.9816
H -10.4557 -0.4064 2.6224
H 3.0553 6.5431 7.4887
H -0.6968 -9.1532 3.3549
H 3.3910 -5.6947 -6.5676
H -2.2777 -3.9275 -6.5211
H 3.3743 3.5126 5.4520
H 5.1232 -2.0287 5.5647
H 5.4598 -7.8467 -9.0942
H 0.6678 9.6730 0.7820
H -0.9707 10.3633 0.7754
H -0.5230 8.3988 -10.5896
H 3.6827 -5.2478 -8.2121
H 5.1503 -6.0559 7.1018
H -2.1059 8.4278 -10.1772
H 8.3962 -0.0651 -4.6346
*
```

Its lowest unoccupied orbital energy is 0.2 eV. For the energy relative to the best compared isomer or geometry (same formula, charge and spin), the calculation gives 17.6180 eV. For the electronic energy, the calculation gives -94660.2118 eV. For the gap between HOMO and LUMO, the calculation gives 9.0140 eV.

[3]
Entry from the OMol25 dataset: a molecular structure, C42H99N5O3 in a non-equilibrium geometry (wB97M-V/def2-TZVPD).

ORCA input file:
```
! RIJCOSX wB97M-V def2-TZVPD def2/J DEFGRID3
* xyz 0 1
O 1.5771 3.4312 2.0230
O 0.1618 1.6276 -3.8825
O -2.3809 -2.4699 1.0643
N -4.3619 0.5264 2.4622
N 3.7126 -4.0483 -0.0315
N 3.8251 0.2415 -0.4930
N -3.4816 3.6412 -0.8436
N -0.4066 -0.3929 -1.5097
C 3.1921 -5.0340 -1.0356
C -4.5637 4.5874 -1.0508
C -0.1784 -0.1920 -0.0665
C 2.7544 -3.2514 0.7638
C -3.1772 0.4487 1.5744
C -2.5865 1.4311 -1.6718
C 6.0027 -5.0473 -0.0458
C 1.9780 2.1488 -2.5116
C -3.4118 -0.5845 0.4083
C 1.5786 2.8682 0.7363
C -3.8255 2.2253 -1.2976
C 1.5206 1.3851 -3.7754
C -2.3311 4.9079 0.9617
C 5.2439 0.1961 -0.1253
C 3.0673 -1.3152 1.3146
C -2.2518 -0.6454 -3.1121
C -4.6235 4.9507 -2.5384
C -0.2858 2.3167 -2.7158
C 6.0907 -0.6018 -1.0977
C -1.0155 0.9865 0.5531
C -3.8556 2.5544 3.8853
C -6.8112 0.8603 2.5761
C 1.8139 1.3860 0.9482
C 3.4328 0.7687 -1.8539
C 2.6294 2.7853 2.7563
C -4.0977 1.0314 3.8244
C -1.5225 -3.3682 2.9976
C 3.1177 -0.9967 -0.2190
C 1.0931 -2.5263 -1.3952
C -5.5258 1.1188 1.8633
C 0.9143 3.1522 -2.2978
C -2.8268 -2.9455 2.3399
C -1.6580 -1.1331 -1.7769
C 0.7807 -1.1380 -2.0717
C -0.7285 -3.7798 1.7979
C 4.2082 2.0414 -2.2731
C -3.0747 3.6104 0.5880
C 2.0168 -4.3837 -1.7900
C -0.9467 -2.5994 0.9434
C 1.8037 -4.1871 1.5387
C 4.7588 -4.6905 0.7843
C 2.4529 1.3208 2.2734
H 0.3512 -3.9098 1.8718
H 2.3958 1.0014 0.1107
H -5.1654 4.2492 -3.1729
H -7.6212 0.6673 1.8727
H 2.9360 2.6585 -2.6143
H 2.1788 -4.8342 2.3315
H -6.7477 0.0175 3.2643
H -3.1737 2.8241 4.6918
H 2.3080 3.3314 0.0719
H -3.4976 2.9543 2.9366
H 1.4119 -5.1754 -2.2321
H -3.2937 0.4372 4.2586
H -3.2781 -2.2416 3.0392
H 3.8625 -5.5881 -1.6924
H 0.6575 -1.2403 -3.1499
H 1.2651 -3.9387 -1.1381
H -0.3803 -1.1095 0.4861
H -1.6099 4.6690 1.7432
H -1.9226 1.0869 -0.8788
H 2.3572 0.9051 -1.7417
H 6.8735 -5.3398 0.5409
H -4.4477 2.4459 -2.1649
H -4.8999 0.7367 4.5009
H 3.2006 -2.5060 1.4222
H -1.0742 -2.5841 3.6077
H -5.3744 2.1983 1.8676
H 1.8382 0.7234 2.9468
H 6.3924 -4.1298 -0.4869
H -1.5612 -2.2156 -1.6939
H 1.3150 -4.9485 0.9308
H 2.1584 -2.6567 -1.5854
H -1.9324 5.4681 0.1159
H 0.9765 -3.6185 1.9637
H 2.0195 1.9592 -4.5561
H -5.4368 4.0851 -0.6342
H 0.7248 2.9044 0.0597
H -2.8735 1.3520 1.0454
H -1.1630 -4.6282 1.2693
H 5.8352 -5.8960 -0.7089
H 3.7848 2.4068 -3.2087
H -2.3431 -0.8982 -0.9623
H -4.8090 3.0163 4.1422
H 5.0671 -4.1259 1.6642
H -3.0635 -1.2976 -3.4345
H 5.2805 1.9122 -2.4194
H 2.1015 -0.9755 -0.6127
H -0.9120 -2.8560 -0.1154
H -4.3570 5.5499 -0.5828
H 0.9594 -2.5412 -0.3136
H -3.0362 5.6121 1.4033
H 2.3164 -2.1016 1.3910
H -4.4216 1.7235 -0.5353
H -5.1877 5.8804 -2.6115
H 5.5839 -1.5621 -1.1927
H -2.0758 0.9041 0.3144
H -1.8887 1.9165 -2.3541
H 4.1689 2.7328 -1.4313
H -2.9665 0.6448 -2.3240
H -2.3328 0.1055 2.1722
H -0.5224 1.5765 -1.9515
H -2.3564 2.8172 0.7954
H 4.0596 -1.7139 1.5257
H 1.5883 -0.4237 -1.9116
H -7.0687 1.6709 3.2577
H 4.4524 -5.6487 1.2041
H -2.5488 0.4031 -3.0878
H 6.1863 -0.1198 -2.0707
H 2.0926 -2.6819 0.1113
H -0.2943 -1.7389 1.0920
H -3.4149 -3.8587 2.2493
H -1.0190 1.0418 1.6417
H 2.7170 -0.5598 2.0180
H 0.9369 3.5111 -1.2688
H 3.4420 0.8651 2.2292
H -2.5507 -0.5300 -0.2578
H 1.7759 0.3256 -3.7575
H -3.9377 3.3453 1.1988
H -1.4548 -0.5664 -3.8514
H 0.8845 0.0324 0.0221
H -1.1941 2.8269 -3.0363
H -4.2217 -0.3463 -0.2811
H 3.5759 0.1331 -2.7277
H 2.7415 -5.7953 -0.3988
H 2.1510 1.5259 -1.6340
H 0.8721 3.9955 -2.9872
H 0.8582 0.8630 0.9824
H 5.3257 -0.0528 0.9327
H -3.7628 -1.5230 0.8373
H 3.5664 3.3027 2.5502
H 3.6221 -1.8122 -0.7372
H -3.5731 5.2056 -2.6789
H 2.4910 3.0203 3.8117
H 2.2605 -3.6618 -2.5695
H 7.0171 -0.9466 -0.6384
H 5.5643 1.2351 -0.2025
H -1.6944 -4.2733 3.5802
H -0.6191 1.8479 0.0157
H -5.8022 0.6760 0.9064
H 0.5817 -3.3477 -1.8973
*
```

Its lowest unoccupied orbital energy is 0.5 eV. For the energy relative to the best compared isomer or geometry (same formula, charge and spin), the calculation gives 49.1281 eV. For the electronic energy, the calculation gives -58700.7644 eV. For the gap between HOMO and LUMO, the calculation gives 7.8028 eV.

Among the records above, which one has the highest lowest unoccupied orbital energy?
C42H99N5O3

Look up the lowest unoccupied orbital energy of the first one.
-2.7 eV